This record from the Open Molecules 2025 dataset describes a molecular structure, C65H54ClF5N4PRuS4. The level of theory is ωB97M-V/def2-TZVPD.

Gap between HOMO and LUMO (alpha / beta) = 6.259 / 6.240 eV
HOMO energy (alpha / beta) = -8.8 / -8.8 eV
Energy above the lowest of the compared OMol25 structures with the same formula, charge and spin = 189.7 kJ/mol
LUMO energy (alpha / beta) = -2.5608 / -2.5714 eV

ORCA input file:
```
! RIJCOSX wB97M-V def2-TZVPD def2/J DEFGRID3
* xyz 1 1
Ru -1.0803 -0.6020 0.6538
N 0.5217 -0.5480 -0.6763
S 1.9716 -0.3286 -0.5263
N 2.5554 1.0936 -1.1288
S 2.7291 2.4100 -0.3124
N 1.5711 2.8449 0.6369
S -0.0158 2.5938 0.3475
N -0.5884 1.3927 0.9767
C -0.7068 4.0731 1.1211
C 0.1131 5.0295 1.6916
C -0.4530 6.1470 2.2800
C -1.8296 6.3009 2.2946
C -2.6452 5.3296 1.7351
C -2.0852 4.2084 1.1458
C -0.1405 2.9398 -1.4382
C -0.0060 4.2614 -1.8201
C 0.0196 4.5792 -3.1671
C -0.0895 3.5757 -4.1169
C -0.2320 2.2558 -3.7208
C -0.2533 1.9303 -2.3735
C 3.0482 3.6651 -1.5208
C 3.2995 3.3508 -2.8535
C 3.5621 4.3692 -3.7469
C 3.5826 5.6925 -3.3215
C 3.3554 5.9945 -1.9821
C 3.0965 4.9873 -1.0784
C 4.1309 2.3810 0.7749
C 5.3929 2.1247 0.2453
C 6.4872 2.1539 1.0858
C 6.3271 2.4473 2.4357
C 5.0656 2.7223 2.9459
C 3.9611 2.6929 2.1202
C 2.8588 -1.4824 -1.5800
C 3.2139 -1.1032 -2.8611
C 3.8075 -2.0323 -3.6969
C 4.0188 -3.3288 -3.2547
C 3.6367 -3.7063 -1.9771
C 3.0517 -2.7784 -1.1313
C 2.7201 -0.4504 1.1175
C 4.0882 -0.6154 1.2132
C 4.6657 -0.6668 2.4718
C 3.8725 -0.5588 3.6044
C 2.5013 -0.3949 3.4901
C 1.9180 -0.3397 2.2350
H 1.1808 4.8867 1.6619
H 0.1798 6.9000 2.7219
H -2.2643 7.1811 2.7428
H -3.7168 5.4524 1.7547
H -2.6996 3.4414 0.6990
H 0.0759 5.0324 -1.0694
H 0.1254 5.6090 -3.4713
H -0.0652 3.8261 -5.1668
H -0.3314 1.4756 -4.4595
H -0.3348 0.9012 -2.0543
H 3.2624 2.3184 -3.1599
H 3.7592 4.1353 -4.7815
H 3.7964 6.4832 -4.0230
H 3.3898 7.0192 -1.6474
H 2.9185 5.1958 -0.0346
H 5.4948 1.9009 -0.8067
H 7.4698 1.9568 0.6898
H 7.1869 2.4723 3.0847
H 4.9419 2.9671 3.9886
H 2.9650 2.8859 2.4852
H 3.0188 -0.0918 -3.1794
H 4.1046 -1.7451 -4.6925
H 4.4837 -4.0487 -3.9090
H 3.7948 -4.7208 -1.6410
H 2.7454 -3.0516 -0.1327
H 4.6857 -0.7094 0.3185
H 5.7332 -0.7929 2.5658
H 4.3271 -0.6206 4.5819
H 1.8813 -0.3182 4.3703
H 0.8397 -0.2267 2.1178
Cl -2.9322 1.0788 -0.8906
C -4.4021 0.3164 -0.3955
C -5.5607 1.0546 -0.2483
C -6.7098 0.4163 0.1887
C -6.6928 -0.9415 0.4612
C -5.5279 -1.6705 0.2981
C -4.3588 -1.0508 -0.1309
P -2.7625 -1.9269 -0.3572
C -2.6921 -1.8857 -2.1804
C -3.8584 -1.8507 -2.9411
C -3.7785 -1.8298 -4.3211
C -2.5435 -1.8499 -4.9497
C -1.3805 -1.8493 -4.1967
C -1.4553 -1.8522 -2.8159
C -3.2715 -3.6079 0.1339
C -3.1460 -3.9280 1.4823
C -3.5148 -5.1826 1.9333
C -4.0030 -6.1202 1.0359
C -4.1218 -5.8048 -0.3092
C -3.7553 -4.5506 -0.7674
H -5.5521 2.1111 -0.4615
H -7.6153 0.9854 0.3190
H -7.5873 -1.4392 0.8032
H -5.5198 -2.7294 0.5104
H -4.8234 -1.8348 -2.4542
H -4.6856 -1.8020 -4.9063
H -2.4873 -1.8658 -6.0272
H -0.4141 -1.8546 -4.6826
H -0.5521 -1.8320 -2.2219
H -2.7494 -3.1821 2.1619
H -3.4155 -5.4301 2.9802
H -4.2963 -7.0989 1.3841
H -4.4951 -6.5377 -1.0100
H -3.8306 -4.3097 -1.8185
C -4.0166 -0.0326 3.1978
C -2.5321 -0.1857 3.5625
C -1.9131 1.2177 3.7191
C -2.3983 -0.9520 4.8896
C -1.7827 -0.9116 2.4979
H -4.5553 0.4590 4.0045
H -4.4688 -1.0076 3.0229
H -4.1225 0.5667 2.2972
H -2.4146 1.7670 4.5131
H -2.0114 1.7665 2.7850
H -0.8547 1.1352 3.9588
H -2.8562 -0.3938 5.7037
H -1.3486 -1.1067 5.1332
H -2.8806 -1.9265 4.8221
H -1.1163 -1.6813 2.9107
F 1.1461 -8.2224 -1.2864
C 0.9716 -7.0429 -0.6820
C 1.7290 -6.7101 0.4402
F 2.6570 -7.5648 0.8826
C 1.5481 -5.4895 1.0689
F 2.2997 -5.2007 2.1382
C 0.6336 -4.5334 0.5948
S 0.4390 -3.0239 1.4015
C -0.0839 -4.8898 -0.5517
F -0.9235 -3.9814 -1.0841
C 0.0562 -6.1187 -1.1760
F -0.6746 -6.4108 -2.2594
*
```